[1]
Entry from OMol25: 2 unconnected molecules or ions with the total composition C4H7NO at a distorted geometry (wB97M-V/def2-TZVPD).

Properties
**Frontier orbital gap (spin up / spin down)**: 8.3 / 7.7 eV
**Relative energy (zero: lowest compared OMol25 entry of this formula, charge and spin)**: 100.4 kcal per mole

```
13
Properties=species:S:1:pos:R:3:forces:R:3
C 0.995 -0.277 -1.641 0.0451 -0.0200 -0.0425
C -0.208 1.451 0.708 -0.3751 0.5831 -0.4878
O 0.183 0.503 1.467 0.4172 -0.4216 0.5482
C -0.350 -0.708 1.610 -0.1695 -0.0851 -0.0111
C -1.545 -1.001 0.942 -0.8043 -0.1274 -0.4489
N -2.540 -1.157 0.351 0.9606 0.1396 0.5405
H 1.649 -0.944 -2.207 -0.0938 0.0947 0.0458
H 0.089 -0.078 -2.219 0.1485 -0.0340 0.0939
H 1.521 0.662 -1.443 -0.0941 -0.1927 -0.0447
H -1.083 1.320 0.079 0.1012 0.0400 0.0895
H 0.400 2.344 0.739 -0.0915 -0.1215 0.0081
H 0.160 -1.343 2.314 -0.1052 0.0566 -0.0938
H 0.728 -0.771 -0.701 0.0610 0.0883 -0.1972
```
Forces are in eV/Å.



[2]
Entry from OMol25: 2 unconnected molecules or ions with the total composition C4H7NO at a distorted geometry (wB97M-V/def2-TZVPD).

Properties
**Frontier orbital gap**: 8.7 eV
**Relative energy (zero: lowest compared OMol25 entry of this formula, charge and spin)**: 104.2 kcal per mole

```
13
Properties=species:S:1:pos:R:3:forces:R:3
C 1.631 -0.147 -0.576 0.1445 0.0210 -0.3095
C 0.335 0.428 -0.099 -0.1036 -0.0793 -0.6618
C -0.812 -0.269 -0.311 0.3360 0.1015 -0.0521
O -0.850 -1.057 -1.408 0.1223 -0.7608 -0.0129
C 0.111 0.642 2.130 -1.0734 0.3248 0.8568
N -1.030 1.026 2.133 0.7337 -0.2008 0.2555
H 2.467 0.369 -0.092 -0.1612 -0.0045 -0.1827
H 1.682 -1.200 -0.276 0.0137 0.1969 -0.2265
H 1.728 -0.083 -1.657 0.2782 -0.0448 -0.1357
H 0.339 1.470 0.180 -0.0310 -0.3177 0.5322
H -1.685 1.134 1.360 -0.0627 0.2298 0.3332
H -1.623 -0.437 0.398 -0.1671 0.6873 -0.4725
H -1.555 -1.706 -1.347 -0.0293 -0.1533 0.0761
```
Forces are in eV/Å.



[3]
Entry from OMol25: a molecular structure, C4H7NO at a distorted geometry (wB97M-V/def2-TZVPD).

Properties
**Frontier orbital gap**: 10.3 eV
**Relative energy (zero: lowest compared OMol25 entry of this formula, charge and spin)**: 75.0 kcal per mole

```
13
Properties=species:S:1:pos:R:3:forces:R:3
C 0.504 -0.049 0.399 0.0780 -0.3106 -0.3533
C -0.939 -0.376 -0.116 -1.6920 3.7484 0.8792
C 1.540 0.192 -0.681 -0.0945 -0.1752 0.2323
C -1.174 0.997 0.510 0.4409 -0.5506 -0.8530
O -1.828 -1.181 0.692 4.1381 -3.4390 -2.3898
N -0.012 1.219 0.972 0.2158 0.3908 0.4122
H 0.860 -0.731 1.173 0.0068 0.0124 0.0499
H -1.095 -0.444 -1.201 0.0559 -0.4482 0.1855
H -1.150 -1.934 0.414 -3.1354 0.3510 1.9635
H -2.096 1.530 0.674 -0.1561 0.4188 0.0093
H 2.425 0.643 -0.237 0.0871 0.0119 -0.0372
H 1.148 0.878 -1.430 -0.0320 0.0329 -0.0563
H 1.816 -0.743 -1.168 0.0872 -0.0426 -0.0423
```
Forces are in eV/Å.



[4]
Entry from OMol25: a single C4H7NO molecule at a distorted geometry (wB97M-V/def2-TZVPD).

Properties
**Frontier orbital gap**: 10.8 eV
**Relative energy (zero: lowest compared OMol25 entry of this formula, charge and spin)**: 49.7 kcal per mole
**Structure (SMILES)**: C[C@@]1(C=O)CN1

```
13
Properties=species:S:1:pos:R:3:forces:R:3
C 1.408 -0.622 0.077 0.0261 0.0815 -0.1988
C 0.002 -0.040 0.022 -0.9961 -0.1186 -1.0447
C -0.240 1.409 0.079 -0.0186 0.6819 0.1101
N -0.475 0.739 -1.177 0.5406 0.4783 -0.2262
C -1.120 -0.947 0.357 -0.0826 -0.8291 0.7936
O -2.313 -0.844 0.164 0.8814 0.6030 -0.0222
H 1.507 -1.603 -0.402 -0.2778 0.1717 0.0077
H 2.103 0.045 -0.437 -0.1396 0.0202 0.0059
H 1.780 -0.734 1.107 -0.3621 0.1312 -0.1808
H -1.092 1.778 0.637 0.0164 -0.0007 0.0412
H 0.644 2.035 0.075 -0.0323 0.0725 0.2052
H -1.497 0.644 -1.275 0.6182 -0.4664 0.0968
H -0.706 -1.862 0.773 -0.1736 -0.8255 0.4121
```
Forces are in eV/Å.



[5]
Entry from OMol25: a single C4H7NO molecule (wB97M-V/def2-TZVPD).

Properties
**Frontier orbital gap**: 10.0 eV
**Relative energy (zero: lowest compared OMol25 entry of this formula, charge and spin)**: 31.0 kcal per mole
**Structure (SMILES)**: C/N=C/C(C)=O

```
13
Properties=species:S:1:pos:R:3:forces:R:3
C 0.728 0.056 -0.275 0.4748 -0.4121 -0.2742
C 0.411 1.473 0.049 -0.3497 0.3050 0.1712
C -0.883 1.695 0.775 -0.0489 0.3046 -0.1009
C 0.109 -2.182 -0.527 0.2460 -0.4977 -0.1787
N -0.162 -0.827 -0.190 -0.4049 0.5643 0.2538
O 1.173 2.353 -0.272 0.1153 -0.0137 -0.0063
H 1.754 -0.133 -0.615 -0.0122 -0.0424 -0.0071
H -1.169 2.743 0.733 0.0636 0.0208 -0.0182
H -1.651 1.058 0.345 -0.0954 -0.0148 0.0693
H -0.752 1.403 1.815 -0.0257 -0.0821 0.1038
H -0.521 -2.454 -1.378 0.0645 -0.0559 0.0789
H 1.162 -2.380 -0.775 -0.0996 -0.0087 0.0223
H -0.200 -2.804 0.316 0.0720 -0.0672 -0.1138
```
Forces are in eV/Å.



[6]
Entry from OMol25: a single C4H7NO molecule (wB97M-V/def2-TZVPD).

Properties
**Frontier orbital gap**: 10.5 eV
**Relative energy (zero: lowest compared OMol25 entry of this formula, charge and spin)**: 58.7 kcal per mole
**Structure (SMILES)**: CN1C[C@H]1C=O

```
13
Properties=species:S:1:pos:R:3:forces:R:3
C 1.782 0.369 -0.350 0.0368 0.1008 0.1567
N 0.323 0.450 -0.464 -0.0999 0.1163 0.1485
C -0.643 0.946 0.536 0.2758 0.2516 -0.0895
C -0.459 -0.506 0.255 -0.1183 -0.2750 0.1491
C -1.582 -1.206 -0.415 -0.2494 -0.2165 0.2174
O -2.276 -2.007 0.165 0.2310 0.1439 -0.4078
H 2.255 1.146 -0.961 -0.2327 -0.0028 0.2268
H 2.132 -0.592 -0.758 -0.3482 0.2364 0.1111
H 2.161 0.444 0.678 -0.1313 0.0376 -0.0220
H -0.472 1.215 1.585 0.7440 0.1187 -0.4658
H -1.461 1.523 0.102 0.1248 -0.3346 -0.0328
H 0.036 -1.045 1.066 -0.2071 -0.1002 -0.0848
H -1.783 -0.876 -1.456 -0.0254 -0.0762 0.0931
```
Forces are in eV/Å.



[7]
Entry from OMol25: a single C4H7NO molecule at a distorted geometry (wB97M-V/def2-TZVPD).

Properties
**Frontier orbital gap**: 8.9 eV
**Relative energy (zero: lowest compared OMol25 entry of this formula, charge and spin)**: 78.5 kcal per mole

```
13
Properties=species:S:1:pos:R:3:forces:R:3
C 1.962 -0.229 0.440 0.2040 0.0460 0.0577
C 0.715 0.562 0.203 0.1215 0.3871 -0.0026
O 0.650 1.774 0.240 0.2109 -0.5387 -0.0726
C -0.517 -0.249 -0.058 0.0721 -0.1685 0.0523
C -2.776 0.079 -0.638 -0.0308 -0.0613 -1.4359
N -1.543 0.538 -0.714 -0.8550 0.0817 1.0453
H 2.287 -0.651 -0.518 0.0088 0.0580 0.1172
H 1.764 -1.071 1.113 0.0352 0.1463 -0.0808
H 2.736 0.419 0.843 0.0675 -0.0864 -0.0014
H -0.342 -1.197 -0.579 0.1228 0.2486 0.0109
H -0.932 -0.477 0.933 0.4652 -0.2918 0.0241
H -2.623 -1.037 -0.647 -0.3617 0.3447 0.4790
H -1.381 1.540 -0.617 -0.0605 -0.1657 -0.1932
```
Forces are in eV/Å.



[8]
Entry from OMol25: a single C4H7NO molecule at a distorted geometry (wB97M-V/def2-TZVPD).

Properties
**Frontier orbital gap**: 10.0 eV
**Relative energy (zero: lowest compared OMol25 entry of this formula, charge and spin)**: 57.6 kcal per mole
**Structure (SMILES)**: N=C=CCCO

```
13
Properties=species:S:1:pos:R:3:forces:R:3
O -1.656 0.817 -0.349 -0.3358 0.0795 0.2825
C -0.940 -0.032 -1.217 -0.0665 -0.0263 -0.2664
C 0.539 -0.021 -0.908 0.0594 0.0874 -0.1562
C 0.836 -0.593 0.435 0.0382 -0.6611 0.0972
C 0.561 -0.131 1.612 -0.6249 0.4289 0.1703
N 0.373 0.368 2.723 0.9433 0.8116 -0.8529
H -1.736 0.432 0.532 0.1223 -0.0884 -0.1634
H -1.107 0.400 -2.207 -0.0209 -0.2740 -0.0395
H -1.288 -1.076 -1.193 -0.2246 0.2688 -0.0399
H 0.896 1.007 -0.988 0.1008 -0.0150 -0.0076
H 1.073 -0.640 -1.633 -0.0465 0.1995 -0.1196
H 1.180 1.035 2.686 -0.4733 -0.2279 1.3066
H 1.270 -1.566 0.507 0.5285 -0.5831 -0.2111
```
Forces are in eV/Å.